No. 1
{
  "formula": "C8H8O2S",
  "method": "the ωB97M-V functional and the def2-TZVPD basis",
  "elements": ["C", "C", "C", "C", "C", "C", "C", "C", "O", "O", "S", "H", "H", "H", "H", "H", "H", "H", "H"],
  "coordinates": [[-2.9536, 1.0487, 0.8416], [-1.8008, 0.6203, 1.3704], [-2.9024, 1.5746, -0.4214], [-0.7240, 0.8115, 0.4721], [0.7527, 0.4739, 0.6758], [1.6303, 1.0901, -0.4576], [1.8237, -1.0870, -0.4965], [2.0501, -2.4951, -1.0335], [0.8036, -0.9615, 0.4108], [2.2684, 0.0438, -0.9486], [-1.2620, 1.4972, -0.9680], [-3.8730, 1.1133, 1.4360], [-1.6346, 0.0141, 2.2540], [-3.6566, 2.1112, -0.9299], [1.0421, 0.5190, 1.7147], [2.1965, 2.1103, -0.4310], [1.0373, -2.9566, -0.9893], [2.7593, -3.0110, -0.4530], [2.4430, -2.5168, -2.0465]],
  "forces_ev_per_a": [[-4.04, 1.37, -0.18], [4.57, -1.34, -0.43], [1.78, -0.46, 0.62], [-0.32, 0.15, 1.92], [-1.98, 0.48, -1.14], [-0.88, 2.91, 1.86], [-0.18, -1.46, 0.10], [-1.42, 1.81, -0.58], [2.11, 0.36, -1.65], [1.07, -2.56, -0.80], [-0.57, 0.53, -0.49], [0.22, -0.29, -0.36], [-0.27, 0.47, 0.23], [-0.55, 0.20, -0.59], [0.18, 0.78, 0.54], [-1.04, -2.39, 0.15], [0.89, -0.03, -0.08], [0.65, -0.81, 1.05], [-0.22, 0.28, -0.17]],
  "lowdin_charge": [-0.251, -0.141, -0.375, -0.482, -0.254, -0.158, -0.325, 0.035, 0.030, 0.058, 1.057, 0.113, 0.118, 0.049, 0.138, 0.137, 0.105, 0.060, 0.086],
  "charge": 0,
  "lumo_ev": [0.8, 0.8],
  "homo_energy_ev": [-6.94, -6.39]
}

---

No. 2
{
  "formula": "C6H18Cl2N9O3RbS",
  "method": "the ωB97M-V functional and the def2-TZVPD basis",
  "elements": ["Rb", "N", "N", "C", "O", "O", "H", "H", "H", "C", "C", "O", "H", "H", "H", "H", "H", "H", "Cl", "C", "Cl", "H", "H", "N", "C", "N", "S", "H", "H", "H", "H", "N", "N", "N", "C", "N", "N", "H", "H", "H"],
  "coordinates": [[0.7163, 0.1558, 0.2974], [-2.5164, -2.1430, 0.1044], [-2.8891, -1.7402, -1.1898], [-2.1575, -0.7161, -1.8329], [-2.7891, -0.1216, -2.7422], [-0.9861, -0.5041, -1.4515], [-2.6509, -3.1417, 0.1932], [-3.0797, -1.6786, 0.8089], [-3.8779, -1.6883, -1.3881], [0.8994, -3.0015, -2.3567], [0.7400, -3.1646, -0.8617], [1.7775, -2.4815, -0.1323], [0.0878, -3.5127, -2.8770], [1.8446, -3.4290, -2.7047], [0.8537, -1.9472, -2.6264], [0.7379, -4.2225, -0.5791], [-0.1958, -2.7128, -0.5349], [2.6259, -2.7660, -0.4853], [1.7883, 1.1496, -2.6161], [3.2523, 1.9113, -1.9860], [3.7805, 1.1673, -0.4567], [3.0419, 2.9554, -1.7899], [4.0501, 1.7884, -2.7075], [-1.4646, 2.3680, -2.1859], [-2.0671, 2.6279, -1.0182], [-3.3169, 2.1485, -0.8941], [-1.3344, 3.5328, 0.2058], [-1.8019, 1.5587, -2.7172], [-0.4916, 2.6098, -2.2364], [-3.6635, 1.4903, -1.5827], [-3.7840, 2.2875, -0.0184], [2.4730, 0.1245, 5.3768], [1.6760, 0.9193, 4.5634], [0.8270, 1.7984, 5.0411], [0.2542, 2.2315, 3.9228], [0.7612, 1.6394, 2.8368], [1.6659, 0.7894, 3.2689], [2.2950, 0.4354, 6.3250], [3.4414, 0.3082, 5.1368], [-0.5235, 2.9740, 3.8909]],
  "forces_ev_per_a": [[-0.08, 0.11, 0.42], [-0.01, 0.01, 0.01], [0.00, -0.05, -0.02], [-0.13, 0.04, 0.00], [0.07, 0.09, 0.04], [-0.26, -0.15, -0.35], [0.00, 0.00, 0.00], [0.00, 0.00, 0.00], [0.02, 0.02, 0.01], [-0.01, -0.01, -0.01], [0.04, -0.02, 0.00], [-0.02, 0.00, -0.04], [0.00, 0.00, 0.00], [0.00, 0.00, 0.00], [0.00, 0.00, 0.00], [0.01, 0.00, 0.01], [0.04, -0.02, -0.01], [0.01, -0.02, 0.01], [0.09, 0.01, -0.11], [0.02, 0.02, 0.04], [0.11, 0.07, -0.10], [0.00, 0.00, 0.00], [0.00, -0.01, 0.00], [-0.10, 0.02, -0.04], [-0.06, 0.08, -0.07], [0.06, -0.04, -0.06], [0.13, -0.07, 0.07], [0.06, 0.00, 0.03], [-0.03, -0.02, -0.02], [0.02, -0.05, 0.07], [-0.01, -0.02, -0.01], [0.01, 0.02, -0.05], [0.00, 0.03, 0.03], [-0.01, 0.01, -0.02], [-0.01, 0.04, 0.00], [0.06, -0.02, 0.02], [-0.01, -0.07, 0.10], [0.00, -0.01, 0.01], [0.01, 0.01, 0.03], [0.00, 0.00, 0.01]],
  "lowdin_charge": [0.814, 0.005, -0.038, -0.760, -0.070, -0.272, 0.076, 0.078, 0.119, -0.077, -0.314, -0.187, 0.085, 0.075, 0.053, 0.113, 0.066, 0.081, 0.560, -0.960, 0.493, 0.037, 0.031, 0.094, -1.011, 0.100, 0.489, 0.076, 0.033, 0.089, 0.084, 0.131, -0.299, 0.123, -0.195, -0.056, 0.029, 0.096, 0.099, 0.111],
  "charge": 0,
  "lumo_ev": 0.0,
  "homo_energy_ev": -7.65
}

---

No. 3
{
  "formula": "C3Cl2O3",
  "method": "the ωB97M-V functional and the def2-TZVPD basis",
  "elements": ["C", "C", "C", "O", "O", "O", "Cl", "Cl"],
  "coordinates": [[-0.3101, -0.7290, 0.4600], [-0.3050, -0.8275, -0.9859], [0.2636, 1.1701, 0.6987], [-0.3577, -1.4818, 1.3951], [-0.9579, -0.5221, -1.9391], [1.3862, 1.5080, 0.7317], [1.4540, -1.2248, -1.2522], [-1.1730, 2.1072, 0.8916]],
  "forces_ev_per_a": [[0.71, 1.47, 3.52], [0.67, -0.05, -3.38], [-0.05, -2.70, -0.22], [-0.30, 1.53, -2.21], [0.08, -0.42, 2.17], [-0.81, -0.04, 0.02], [-0.20, -0.11, 0.05], [-0.10, 0.33, 0.05]],
  "lowdin_charge": [-0.314, -0.695, -0.718, 0.136, 0.098, 0.074, 0.702, 0.718],
  "charge": 0,
  "lumo_ev": -1.0,
  "homo_energy_ev": -10.01
}

---

No. 4
{
  "formula": "C15H19Cl3CrF3O4PS2Si",
  "method": "the ωB97M-V functional and the def2-TZVPD basis",
  "elements": ["Cr", "F", "C", "F", "F", "C", "S", "O", "O", "O", "H", "H", "H", "C", "P", "C", "C", "H", "H", "H", "H", "H", "H", "H", "H", "H", "Cl", "Si", "Cl", "Cl", "C", "C", "O", "S", "C", "C", "C", "C", "C", "C", "C", "C", "H", "H", "H", "H", "H", "H", "H"],
  "coordinates": [[-1.2620, -2.3451, -1.1275], [-3.9182, -2.3445, -2.5632], [-3.0346, -1.5988, -1.8799], [-3.7950, -0.7083, -1.1746], [-2.4181, -0.7951, -2.8684], [-4.4794, -1.3501, 1.8824], [-4.3407, -3.0849, 1.6417], [-2.8133, -3.2905, 1.9326], [-5.1010, -3.7461, 2.6598], [-4.5888, -3.3978, 0.2636], [-4.0902, -1.0959, 2.8651], [-5.5382, -1.1073, 1.8155], [-3.9205, -0.8531, 1.0928], [1.8826, -4.3790, -1.0318], [1.1813, -2.7043, -0.9273], [1.8955, -1.8815, -2.3925], [2.1536, -1.9355, 0.4055], [2.9696, -4.3372, -1.1302], [1.4492, -4.8883, -1.8917], [1.6204, -4.9347, -0.1315], [2.9653, -2.0851, -2.4804], [1.7462, -0.8048, -2.2998], [1.3813, -2.2254, -3.2894], [3.2229, -2.0034, 0.1907], [1.9407, -2.4238, 1.3541], [1.8646, -0.8883, 0.4868], [-1.0805, -3.8077, -2.8121], [-1.6498, -3.8248, 0.7162], [-2.1517, -5.8290, 0.3730], [-0.0476, -4.0472, 2.1397], [3.8722, 7.3215, 0.9032], [3.1565, 5.9895, 0.8857], [3.7273, 4.9425, 1.0098], [1.4041, 6.1571, 0.5757], [0.9124, 4.4721, 0.3881], [0.5791, 3.9905, -0.8726], [0.1446, 2.6854, -1.0301], [0.0494, 1.8388, 0.0754], [0.4009, 2.3254, 1.3394], [0.8194, 3.6336, 1.4941], [-0.4061, 0.4890, -0.0687], [-0.8341, -0.6507, -0.1382], [4.6098, 7.3022, 1.7033], [3.1936, 8.1627, 1.0324], [4.3957, 7.4364, -0.0470], [0.6540, 4.6429, -1.7334], [-0.1349, 2.3082, -2.0044], [0.3327, 1.6637, 2.1921], [1.0799, 4.0066, 2.4762]],
  "forces_ev_per_a": [[-0.08, -0.58, -0.21], [-0.06, -0.10, 0.00], [0.23, 0.28, 0.08], [-0.06, 0.04, 0.02], [-0.08, 0.02, 0.01], [-0.03, 0.17, -0.04], [0.26, -0.15, -0.10], [0.19, -0.32, -0.46], [0.06, 0.03, 0.04], [-0.09, 0.01, 0.12], [-0.01, -0.06, 0.01], [0.01, 0.01, -0.03], [0.00, 0.01, 0.02], [0.01, -0.06, 0.01], [-0.27, 0.17, 0.15], [0.07, 0.00, -0.05], [0.15, 0.02, 0.04], [-0.01, -0.01, -0.01], [0.00, 0.01, 0.00], [-0.01, 0.01, 0.00], [0.00, 0.01, 0.00], [-0.04, 0.00, 0.02], [0.01, -0.03, 0.01], [-0.01, -0.01, 0.00], [-0.02, -0.01, -0.03], [0.01, -0.01, -0.02], [0.06, 0.11, 0.11], [-0.03, 0.20, 0.68], [0.05, 0.25, 0.00], [-0.33, 0.00, -0.20], [-0.03, -0.02, 0.11], [0.08, 0.08, -0.28], [-0.07, -0.04, 0.08], [0.08, 0.06, 0.03], [-0.05, -0.15, 0.03], [0.00, 0.02, -0.06], [0.00, 0.04, 0.03], [-0.04, -0.21, 0.11], [0.03, 0.08, -0.06], [0.00, 0.00, 0.05], [-0.14, 0.10, 0.24], [0.13, 0.00, -0.46], [0.03, 0.04, 0.00], [-0.02, -0.02, 0.01], [-0.01, -0.03, 0.01], [0.00, 0.01, 0.01], [0.01, 0.01, -0.01], [0.00, 0.01, 0.01], [0.00, 0.02, -0.02]],
  "lowdin_charge": [0.006, 0.038, -0.644, 0.013, -0.042, -0.127, 0.471, -0.486, -0.293, -0.310, 0.072, 0.074, 0.050, -0.276, 0.698, -0.263, -0.268, 0.042, 0.021, 0.020, 0.042, 0.040, 0.023, 0.045, -0.005, 0.025, 0.108, -0.181, 0.238, 0.220, -0.084, -0.757, 0.037, 1.007, -0.551, -0.095, -0.020, -0.241, -0.020, -0.091, -0.105, -0.115, 0.083, 0.060, 0.087, 0.102, 0.120, 0.119, 0.109],
  "s2": 0.7661,
  "charge": -1,
  "spin_multiplicity": 2,
  "lumo_ev": [1.9, 2.0],
  "homo_energy_ev": [-5.83, -5.69]
}

---

No. 5
{
  "formula": "C4H4ClNO3S",
  "method": "the ωB97M-V functional and the def2-TZVPD basis",
  "elements": ["C", "C", "C", "C", "N", "O", "O", "O", "S", "Cl", "H", "H", "H", "H"],
  "coordinates": [[0.3055, 1.8601, -0.8514], [-0.2183, 1.9964, 0.2309], [1.4829, -0.3319, 2.0696], [1.1723, -1.7768, 0.0371], [1.6548, -0.8741, 1.0065], [1.5386, 0.2869, 3.0443], [-2.9656, -0.5438, -0.5340], [-2.9198, 0.5998, -2.7688], [-3.0486, 0.6615, -1.3387], [-0.9917, 2.0375, 1.6432], [0.6876, 2.2254, -1.8612], [1.8452, -2.6240, -0.0706], [0.3828, -2.2707, 0.3447], [1.0744, -1.2461, -0.9515]],
  "forces_ev_per_a": [[0.29, 1.64, -1.47], [0.58, -0.43, -1.46], [0.82, -1.27, -2.75], [3.66, 1.71, -2.42], [0.02, 0.95, 1.68], [-0.34, 0.76, 1.57], [-0.02, 1.10, -1.05], [-0.01, -0.24, 0.65], [0.11, -0.83, 0.43], [-0.37, -0.01, 0.86], [-0.60, -1.20, 2.02], [0.79, 0.27, -0.33], [-4.75, -1.72, 1.27], [-0.19, -0.74, 1.01]],
  "lowdin_charge": [0.007, -0.787, -0.368, -0.096, 0.079, 0.131, -0.440, -0.430, 0.855, 0.760, 0.079, 0.084, 0.025, 0.102],
  "charge": 0,
  "lumo_ev": -1.1,
  "homo_energy_ev": -10.06
}

---

No. 6
{
  "formula": "C21H22N2O2",
  "method": "the ωB97M-V functional and the def2-TZVPD basis",
  "elements": ["C", "O", "C", "C", "C", "C", "C", "N", "C", "C", "C", "O", "N", "C", "C", "C", "C", "C", "C", "C", "C", "C", "C", "C", "C", "H", "H", "H", "H", "H", "H", "H", "H", "H", "H", "H", "H", "H", "H", "H", "H", "H", "H", "H", "H", "H", "H"],
  "coordinates": [[-0.0162, -5.4237, -0.5256], [1.3901, -5.2388, -0.2117], [1.7514, -3.8334, -0.3033], [1.3129, -2.9603, 0.8561], [1.8857, -3.2203, 2.0946], [1.6599, -2.3585, 3.1823], [0.7960, -1.2946, 3.0612], [0.3348, -0.5619, 4.1478], [0.2582, -1.0039, 1.8211], [0.5252, -1.7893, 0.6945], [0.1437, -1.2434, -0.6182], [-0.6241, -1.8691, -1.3636], [0.5885, 0.0298, -0.9008], [0.1077, 0.7896, -2.0360], [1.1249, 0.6427, -3.1845], [-0.0647, 2.2154, -1.5049], [0.8544, 3.2111, -1.7759], [0.7176, 4.5252, -1.3729], [-0.4170, 4.8849, -0.6767], [-1.3821, 3.9296, -0.3726], [-2.5338, 4.3464, 0.3097], [-3.4439, 3.3921, 0.7390], [-3.2549, 2.0272, 0.4616], [-2.1211, 1.6266, -0.2148], [-1.1863, 2.5620, -0.7095], [-0.6266, -4.8966, 0.2098], [-0.2103, -5.1676, -1.5815], [-0.2858, -6.4861, -0.3987], [2.8395, -3.8453, -0.3026], [1.4620, -3.4352, -1.3080], [2.5383, -4.0887, 2.2471], [2.1534, -2.5709, 4.1431], [-0.4901, 0.0269, 4.0012], [0.6462, -0.8008, 5.0916], [-0.3869, -0.1473, 1.6469], [1.0869, 0.5315, -0.1820], [-0.8800, 0.4291, -2.4228], [0.9589, 1.4200, -3.9056], [1.0025, -0.3192, -3.6418], [2.1901, 0.6948, -2.8396], [1.6859, 3.0257, -2.4788], [1.4345, 5.2967, -1.6327], [-0.5443, 5.9217, -0.3655], [-2.6393, 5.4115, 0.5008], [-4.3379, 3.7901, 1.2346], [-3.9951, 1.2726, 0.7620], [-2.0088, 0.5517, -0.3745]],
  "forces_ev_per_a": [[0.74, -0.63, 0.25], [-0.99, 0.88, -0.20], [0.07, -0.64, -0.85], [-0.22, 0.24, -0.83], [-0.15, 0.67, 0.87], [0.88, -1.33, 0.07], [-1.30, 0.44, 0.74], [0.25, 0.29, 0.30], [-0.05, -0.12, -1.54], [1.57, -0.41, 1.63], [-1.61, -0.17, -1.28], [1.02, 0.82, 0.36], [-0.74, -1.68, 0.59], [0.33, 0.65, -0.36], [0.58, 0.38, 0.88], [0.52, 0.44, -0.49], [0.71, -1.22, -1.59], [-1.07, 1.22, 0.90], [1.39, 0.59, -0.69], [-0.10, -0.16, 0.20], [-0.65, -1.18, 0.57], [-0.38, 1.65, -0.18], [0.33, -0.26, -0.04], [-0.90, -0.58, 0.04], [-0.04, 0.08, 0.31], [-0.14, 0.42, -0.40], [-0.11, 0.31, 0.53], [0.54, 0.28, -0.05], [0.13, -0.11, 0.02], [-0.13, -0.18, 0.84], [-0.29, 0.37, -0.26], [-0.36, 0.10, -0.43], [0.81, -0.54, 0.43], [-0.49, 0.27, -0.80], [0.04, 0.12, 0.39], [0.03, -0.10, -0.05], [0.80, -0.01, 0.73], [-0.04, 0.28, -0.60], [-0.15, -0.52, -0.28], [-0.96, 0.12, -0.09], [-0.40, -0.25, 0.62], [0.11, -0.27, -0.01], [-0.15, -0.24, -0.07], [-0.23, -0.24, 0.12], [0.25, -0.58, -0.06], [0.40, 0.46, -0.02], [0.16, 0.35, -0.21]],
  "lowdin_charge": [-0.088, -0.195, -0.170, -0.151, -0.016, -0.030, -0.337, 0.088, 0.010, -0.091, -0.433, 0.052, 0.109, -0.301, -0.047, -0.124, -0.044, -0.072, -0.037, -0.185, -0.033, -0.081, -0.074, -0.027, -0.112, 0.083, 0.091, 0.082, 0.120, 0.127, 0.128, 0.115, 0.102, 0.100, 0.114, 0.151, 0.161, 0.069, 0.070, 0.098, 0.115, 0.107, 0.116, 0.113, 0.105, 0.111, 0.109],
  "smiles": "COCc1ccc(N)cc1C(=O)N[C@H](C)c1cccc2ccccc12",
  "charge": 0,
  "lumo_ev": 0.3,
  "homo_energy_ev": -8.07
}

---

Maximum force: 4.78; 0.46; 3.88; 0.70; 5.21; 2.30 (eV/A)
Energy above the lowest of the compared OMol25 structures with the same formula, charge and spin: 110.6; 17.3; 38.1; 4.0; 37.4; 40.5 (kcal per mole)